Computed, not measured: a molecular structure, C18H42NO2P2Pb at a distorted geometry, with ωB97M-V/def2-TZVPD.

Values from the calculation:
LUMO energy, eV: -11.33
HOMO energy, eV: -18.402
Net charge: +3
E, eV: -48724.85582

Each line ends with the Mulliken charge.
Atoms and positions in Å:
Pb: 0.0423 -0.1438 0.1243  2.334
P: 0.2757 -0.9301 -2.1416  -0.508
P: -0.9323 0.3966 2.2915  -0.627
N: -1.4892 -1.8717 0.1689  -0.312
C: -1.2243 -1.9678 -2.2685  -0.850
H: -1.7349 -1.6933 -3.2087  0.452
H: -0.8844 -3.0156 -2.3939  0.486
C: -2.2106 -1.8761 -1.1174  -1.177
H: -2.8226 -0.9698 -1.1662  0.306
H: -2.8861 -2.7505 -1.0744  0.604
C: -2.2308 -1.9375 1.4552  -1.098
H: -1.6264 -2.5572 2.1233  0.462
H: -3.1613 -2.4608 1.2317  0.457
C: -2.4639 -0.5572 2.0593  -0.656
H: -2.9470 -0.6678 3.0533  0.533
H: -3.1532 0.0333 1.4326  0.414
C: -1.2503 2.0850 2.7616  1.045
C: -1.3310 3.1361 1.6479  -1.639
H: -2.2546 3.0893 1.0727  0.340
H: -0.4865 3.0444 0.9521  0.141
H: -1.2576 4.1430 2.0883  0.481
C: 0.0757 -0.4569 3.5377  0.681
C: 1.4844 0.1616 3.6734  -1.486
H: 2.2272 -0.6332 3.7784  0.336
H: 1.5611 0.8081 4.5513  0.524
H: 1.7416 0.7532 2.7775  0.107
C: 1.7078 -2.0136 -2.3218  0.988
C: 2.9471 -1.1962 -2.7037  -1.632
H: 3.8745 -1.7698 -2.5369  0.518
H: 3.0030 -0.2772 -2.1224  0.218
H: 2.9185 -0.9487 -3.7738  0.390
C: 0.1583 0.2921 -3.4688  0.403
C: 1.1692 1.4407 -3.3939  -1.295
H: 0.8463 2.2532 -4.0658  0.474
H: 2.1763 1.1366 -3.7023  0.312
H: 1.2374 1.8560 -2.3804  0.183
C: -1.3162 1.2806 -0.6717  -0.040
O: -2.1195 2.0523 -1.2015  -0.236
C: -0.6849 -0.4491 4.8937  -1.695
H: -1.5576 0.2011 4.8740  0.532
H: -1.0156 -1.4600 5.1658  0.285
H: -0.0180 -0.1035 5.6931  0.467
C: 1.3255 -3.0146 -3.4220  -1.678
H: 2.1502 -3.1151 -4.1392  0.374
H: 1.1109 -3.9905 -2.9987  0.347
H: 0.4434 -2.6908 -3.9853  0.601
C: 0.2096 -0.4483 -4.8149  -1.489
H: 0.0768 0.2746 -5.6322  0.481
H: 1.1723 -0.9401 -4.9709  0.321
H: -0.5839 -1.1930 -4.9092  0.403
C: -0.2525 2.4861 3.8419  -1.628
H: 0.7850 2.4579 3.4762  0.332
H: -0.4391 3.5124 4.1745  0.551
H: -0.3320 1.8313 4.7021  0.312
H: -2.2573 1.9920 3.2126  0.727
H: -0.8422 0.7217 -3.3334  0.527
H: 0.1882 -1.4836 3.1923  0.607
H: 1.9056 -2.5608 -1.3794  0.543
H: -0.7241 -2.5487 0.1678  0.495
H: 1.0959 -1.1255 0.7839  -0.149
C: 1.6354 2.7682 -0.0480  -1.048
O: 1.6959 1.3719 -0.0237  -0.389
H: 0.8107 3.1206 -0.6626  0.552
H: 2.5534 3.0217 -0.5292  0.346
H: 1.6209 3.1186 0.9858  0.326
H: 2.2642 0.9780 0.6177  0.312